Record 1
8
Properties=species:S:1:pos:R:3 method="wB97M-V/def2-TZVPD" energy_ha=-1098.20393 smiles=F[C@H](Cl)CCl largest_force_ev_per_a=4.74 e_above_lowest_kj_mol=141.9 homo_lumo_gap_ev=11.666
C -0.034 -0.694 0.417
C -0.167 0.694 -0.300
H -0.135 -0.766 1.530
H -0.809 -1.000 -0.155
H -1.242 1.029 -0.174
F 0.279 0.375 -1.635
Cl 1.513 -1.685 0.172
Cl 0.596 2.047 0.145



Record 2
32
Properties=species:S:1:pos:R:3 method="wB97M-V/def2-TZVPD" energy_ha=-803.12607 largest_force_ev_per_a=1.04 e_above_lowest_kj_mol=103.7 charge=-1 homo_lumo_gap_ev=7.550
C -0.295 -0.875 0.113
O 0.452 0.105 -0.480
H -1.340 -0.594 0.380
H -0.276 -1.805 -0.476
H 0.084 -1.117 1.134
O 2.564 -1.810 -1.650
H 2.035 -1.107 -1.227
H 2.262 -1.817 -2.563
O -3.394 2.232 0.492
H -3.390 1.276 0.310
H -3.374 2.306 1.451
O 0.978 -0.856 3.933
H 0.902 -0.909 4.892
H 0.402 -1.555 3.599
O -3.650 -0.162 -0.982
H -2.749 -0.518 -0.926
H -3.973 -0.451 -1.841
O 2.528 1.523 -1.994
H 1.673 1.135 -1.741
H 2.843 1.925 -1.177
O -1.055 2.035 -1.947
H -0.473 1.360 -1.523
H -1.760 2.187 -1.305
O -0.755 -3.367 -2.369
H -0.653 -3.992 -1.645
H -0.349 -2.551 -2.041
O 2.967 0.300 2.131
H 2.696 -0.440 1.575
H 2.144 0.637 2.491
O 1.035 2.653 0.947
H 1.110 2.469 1.886
H 0.807 1.784 0.553



Record 3
14
Properties=species:S:1:pos:R:3 method="wB97M-V/def2-TZVPD" energy_ha=-266.61022 largest_force_ev_per_a=2.99 e_above_lowest_kj_mol=293.5 homo_lumo_gap_ev=9.829
C -0.781 -0.178 0.903
C 1.129 1.298 -0.041
C 0.491 -0.057 -0.076
C 1.049 -1.129 -0.630
N -1.511 0.347 -0.188
N -2.413 -0.258 -0.767
H -2.691 -1.148 -0.300
H -0.665 0.563 1.693
H -1.059 -1.205 1.182
H 0.408 2.048 -0.366
H 1.992 1.333 -0.704
H 1.447 1.559 0.970
H 0.555 -2.088 -0.646
H 2.048 -1.086 -1.031



Record 4
60
Properties=species:S:1:pos:R:3 method="wB97M-V/def2-TZVPD" s2=2.026 energy_ha=-3868.84946 largest_force_ev_per_a=4.14 spin_multiplicity=3 e_above_lowest_kj_mol=0.0 charge=+2 homo_lumo_gap_ev="5.471 / 5.203"
P 0.579 1.857 -0.957
P -1.459 0.277 0.699
C 1.070 0.118 -0.487
C -0.162 -0.725 -0.195
H 1.734 0.201 0.390
H 1.662 -0.292 -1.321
H -0.624 -1.128 -1.113
H 0.076 -1.577 0.464
C -0.995 0.090 2.438
H -1.794 0.498 3.067
H -0.053 0.602 2.668
H -0.889 -0.989 2.625
C -2.997 -0.655 0.522
H -2.768 -1.695 0.785
H -3.409 -0.605 -0.491
H -3.729 -0.252 1.231
C 2.057 2.866 -0.710
H 1.888 3.853 -1.153
H 2.920 2.394 -1.196
H 2.279 2.975 0.357
C 0.384 1.744 -2.768
H -0.515 1.194 -3.061
H 1.278 1.231 -3.144
H 0.339 2.750 -3.201
W -1.712 2.285 -0.468
C 1.280 -4.330 -0.453
C 1.708 -3.916 0.745
C 3.135 -3.850 1.201
C 4.206 -3.688 0.096
C 4.002 -2.527 -0.830
C 3.282 -2.488 -1.959
C 2.552 -3.640 -2.580
C 2.108 -4.771 -1.623
C -1.010 4.250 -0.521
H 0.206 -4.442 -0.650
H 0.986 -3.691 1.540
H 3.390 -4.758 1.774
H 3.232 -3.010 1.906
H 5.155 -3.486 0.620
H 4.337 -4.633 -0.441
H 4.587 -1.652 -0.516
H 3.281 -1.582 -2.576
H 3.175 -4.100 -3.366
H 1.661 -3.246 -3.092
H 1.455 -5.433 -2.216
H 2.974 -5.369 -1.320
H -1.920 4.802 -0.819
H -0.213 4.479 -1.232
H -0.727 4.512 0.506
Cl -1.387 3.570 3.237
C -2.911 3.526 2.456
C -3.012 2.951 1.169
C -4.253 2.892 0.549
Cl -4.103 2.267 -1.136
C -5.423 3.407 1.113
Cl -6.894 3.379 0.217
C -5.318 3.995 2.406
Cl -6.706 4.664 3.130
C -4.064 4.064 3.080
Cl -3.932 4.835 4.600



Record 5
12
Properties=species:S:1:pos:R:3 method="wB97M-V/def2-TZVPD" energy_ha=-720.69445 smiles="OC1=N[C@@H](S)CO1" largest_force_ev_per_a=4.55 e_above_lowest_kj_mol=136.6 homo_lumo_gap_ev=9.972
C -1.296 -0.627 -1.302
C -0.624 0.816 0.252
C 0.426 -0.280 0.029
N -0.176 -1.133 -1.050
O -1.667 0.396 -0.562
O -2.051 -1.058 -2.260
S 2.106 0.208 -0.515
H -0.872 0.697 1.283
H -0.237 1.957 0.145
H 0.720 -0.999 0.864
H -1.573 -1.742 -2.614
H 1.828 1.500 -0.598



Record 6
42
Properties=species:S:1:pos:R:3 method="wB97M-V/def2-TZVPD" s2=0.757 energy_ha=-1069.60682 largest_force_ev_per_a=6.43 spin_multiplicity=2 e_above_lowest_kj_mol=508.6 charge=+1 homo_lumo_gap_ev="9.828 / 2.994"
O 2.390 -2.803 3.080
H 2.690 -2.896 3.917
H 2.366 -1.831 2.866
O 4.257 0.138 -0.363
H 4.798 0.360 0.496
H 4.126 -0.943 -0.049
O -0.173 -1.325 1.037
H -0.402 -0.571 1.634
H -0.749 -1.197 0.243
O -1.890 -3.618 2.302
H -1.207 -3.079 2.473
H -1.908 -3.738 1.346
O 1.735 -2.342 -1.225
H 1.101 -1.642 -1.239
H 1.160 -3.070 -0.885
O -0.213 -0.877 -1.978
H -1.083 -1.271 -1.848
H -0.535 -0.280 -2.833
O 3.766 -3.686 -0.002
H 4.175 -3.101 -0.703
H 3.215 -4.173 -0.570
O -2.919 -1.598 0.105
H -3.522 -1.449 0.957
H -3.367 -0.957 -0.554
O -3.111 0.432 -3.802
H -2.638 1.124 -4.467
H -3.424 1.268 -3.169
O 2.537 1.531 0.923
H 2.419 0.683 0.656
H 3.249 1.802 0.398
O -0.821 1.556 -0.059
H -0.841 2.519 0.008
H -0.344 1.165 0.708
O 0.801 4.058 -0.223
H 0.651 3.856 0.798
H 1.053 3.166 -0.525
O -1.948 3.951 1.221
H -1.982 4.888 1.111
H -2.934 3.943 1.410
O -3.593 3.683 -1.299
H -4.143 2.856 -1.199
H -2.741 3.470 -0.696



Record 7
54
Properties=species:S:1:pos:R:3 method="wB97M-V/def2-TZVPD" energy_ha=-2672.47490 largest_force_ev_per_a=9.70 charge=+3 homo_lumo_gap_ev="4.720 / 4.681"
C -1.017 1.002 -2.773
C -1.089 -0.117 -1.903
H -1.629 0.739 -3.660
H 0.006 1.232 -3.090
H -1.408 1.922 -2.321
O -1.685 -1.191 -2.042
I 1.410 0.046 2.563
Ce -0.001 -0.084 0.078
P -1.916 1.064 1.162
C -2.884 -0.181 2.001
C -1.357 2.222 2.405
H -2.194 2.882 2.621
H -3.813 2.349 0.666
H -0.490 2.803 2.048
H -2.472 2.751 -0.446
H -2.261 -0.724 2.730
H -1.047 1.670 3.301
C -3.001 1.933 0.066
H -3.700 0.327 2.512
H -3.416 1.258 -0.701
H -3.292 -0.911 1.285
P 2.083 -0.888 -1.008
C 2.178 -2.653 -0.748
C 2.196 -0.599 -2.750
H 3.387 0.910 -0.051
H 4.362 -0.321 -0.930
H 3.719 -0.659 0.718
C 3.533 -0.167 -0.244
H 2.191 0.480 -2.971
H 3.135 -1.033 -3.099
H 3.113 -3.001 -1.189
H 1.330 -3.168 -1.227
H 1.352 -1.063 -3.286
H 2.160 -2.886 0.329
Cl 0.817 2.292 -0.558
O -0.866 -2.057 0.696
C -0.728 -2.984 1.627
C -1.916 -3.894 1.824
C -1.579 -5.383 1.769
C -0.870 -5.898 3.031
C 0.536 -5.354 3.273
C 0.581 -3.842 3.569
N 0.350 -3.051 2.352
H -2.363 -3.648 2.795
H -2.648 -3.668 1.049
H -2.531 -5.909 1.728
H -1.012 -5.625 0.858
H -1.491 -5.672 3.909
H -0.787 -6.979 2.949
H 0.913 -5.838 4.166
H 1.211 -5.586 2.437
H -0.166 -3.566 4.327
H 1.562 -3.613 3.953
H 1.188 -2.435 2.117



Record 8
14
Properties=species:S:1:pos:R:3 method="wB97M-V/def2-TZVPD" energy_ha=-410.95283 largest_force_ev_per_a=5.65 e_above_lowest_kj_mol=318.6 homo_lumo_gap_ev=10.134
C 0.945 -2.064 -0.437
C -1.181 0.878 1.273
C -0.800 1.195 -0.158
C -0.610 0.305 -1.182
N 1.625 -1.238 0.349
F 1.785 -2.344 -1.590
F 0.017 0.624 -2.356
H -2.007 0.137 1.303
H -1.600 1.807 1.756
H -0.278 0.511 1.842
H -0.541 2.266 -0.164
H 0.973 -0.360 0.512
H -0.841 -0.765 -1.353
H 2.512 -0.954 0.204